# 1
Formula: C22H63BaN4O16
Source: OMol25
Level of theory: the ωB97M-V functional and the def2-TZVPD basis

```
! wB97M-V def2-TZVPD RIJCOSX def2/J DEFGRID3
* xyz 1 1
Ba 5.42819 -12.54040 1.33205
N 7.92533 -14.32037 -1.49868
O 8.85467 -13.64089 -1.94903
O 7.69525 -15.46997 -1.92082
O 7.18389 -13.85115 -0.60888
C 3.68522 -15.84799 4.74092
C 4.65526 -15.01885 3.87095
C 5.88830 -15.77518 3.42691
O 6.74912 -14.80190 2.85244
C 7.96470 -15.23009 2.27814
N 3.91450 -14.65895 2.65694
H 3.38902 -16.79344 4.27832
H 2.78376 -15.28612 4.97740
H 4.14621 -16.16679 5.68197
H 4.89335 -14.11565 4.43742
H 5.65737 -16.59500 2.73786
H 6.40071 -16.23348 4.28098
H 8.49699 -15.90326 2.96070
H 8.55614 -14.33387 2.10535
H 7.86617 -15.77347 1.33172
H 3.46082 -15.50035 2.32443
H 3.23545 -13.92067 2.78709
C 3.92587 -7.90054 0.66233
C 4.34758 -9.36986 0.47584
C 4.65994 -9.65310 -1.01401
O 5.19450 -10.95478 -1.17766
C 5.32390 -11.32053 -2.56372
N 5.49786 -9.65209 1.33948
H 3.03510 -7.64577 0.08086
H 4.72863 -7.28270 0.25451
H 3.68435 -7.67470 1.69835
H 3.45131 -9.97059 0.65790
H 5.34029 -8.91469 -1.45749
H 3.71203 -9.58248 -1.56358
H 5.80774 -10.50612 -3.10797
H 4.30611 -11.51292 -2.90526
H 5.98461 -12.17775 -2.65387
H 6.23090 -9.09139 0.91228
H 5.39896 -9.34114 2.29959
C 8.41397 -21.20238 -0.04693
C 9.65334 -20.30436 -0.03900
C 9.40646 -19.00775 -0.78156
O 10.59201 -18.24033 -0.72117
C 10.40941 -16.93693 -1.24314
N 10.10381 -20.06918 1.32600
H 7.59911 -20.76485 0.53463
H 8.58766 -22.19239 0.36716
H 8.11102 -21.19801 -1.09846
H 10.44947 -20.82480 -0.59334
H 8.62231 -18.43344 -0.26250
H 9.07285 -19.19777 -1.80715
H 9.43488 -16.50174 -0.98980
H 10.42047 -16.97904 -2.33639
H 11.20051 -16.30106 -0.85947
H 10.97455 -19.54740 1.28746
H 10.28635 -20.89379 1.87846
C 6.99530 -17.96214 -4.43314
C 8.38410 -17.98080 -3.80394
O 9.03401 -16.74768 -4.01869
O 6.32393 -19.18359 -4.13425
H 7.16660 -17.74009 -5.49329
H 6.41773 -17.12284 -4.02392
H 8.96345 -18.80614 -4.22013
H 8.31154 -18.19519 -2.73127
H 8.75937 -16.17277 -3.28510
H 5.45159 -19.07916 -4.53210
C 9.06519 -11.38577 1.41455
C 8.59795 -11.02424 2.81971
O 7.60428 -11.97385 3.20614
O 7.95724 -11.28766 0.53138
H 9.50371 -12.38611 1.39144
H 9.84663 -10.67235 1.14247
H 8.19554 -10.00744 2.71328
H 9.39957 -10.92907 3.55111
H 7.30207 -11.84124 4.11108
H 8.11896 -11.79508 -0.28354
C 5.22634 -18.83617 -1.27151
C 5.23031 -17.54169 -0.50143
O 5.21676 -16.44240 -1.39650
O 5.03449 -19.92565 -0.38148
H 6.13336 -18.92031 -1.88383
H 4.43550 -18.82863 -2.03079
H 6.00014 -17.41103 0.26538
H 4.30458 -17.48000 0.08769
H 6.11506 -16.09243 -1.57409
H 5.25389 -20.71115 -0.89364
C 12.80010 -11.84435 0.37447
C 11.96978 -12.37108 -0.77870
O 11.38738 -13.61044 -0.34756
O 13.88522 -11.03843 -0.10142
H 13.28880 -12.73000 0.79934
H 12.20778 -11.30892 1.12160
H 12.65609 -12.57572 -1.60305
H 11.14043 -11.70153 -1.02336
H 10.68491 -13.80164 -0.98457
H 14.46383 -10.86998 0.64545
C 2.12637 -12.85199 -0.14312
C 2.70535 -14.14810 -0.67987
O 4.12055 -14.03396 -0.68545
O 2.63754 -12.35131 1.11519
H 1.05092 -13.00420 -0.00509
H 2.19725 -12.05692 -0.88912
H 2.33696 -14.17297 -1.71209
H 2.34637 -15.05587 -0.19039
H 4.48693 -14.91312 -0.95784
H 1.95086 -11.83480 1.54578
*
```

Values from the calculation:
E_HOMO in eV: -10.3
Orbital gap in eV: 7.1


# 2
Formula: C22H63BrN28O15
Source: OMol25
Level of theory: the ωB97M-V functional and the def2-TZVPD basis

```
! wB97M-V def2-TZVPD RIJCOSX def2/J DEFGRID3
* xyz 0 1
C 2.70774 1.91913 0.92538
C 3.30181 0.50223 0.47774
O 4.32953 0.52290 -0.28363
O 2.82515 -0.77668 0.88075
C 1.49782 -1.05705 0.30706
C 0.41000 -0.63384 1.43094
C -1.07992 -0.37623 0.85953
C -1.66378 1.10004 1.11788
C -1.40164 1.62835 2.63188
N -0.80281 2.09902 3.58162
C -1.23587 2.21207 0.03046
Br -2.92607 2.94110 -0.80327
C -0.18524 1.71019 -1.06491
N 0.32959 1.35981 -2.11223
H 1.56752 1.95192 1.03888
H 3.16090 2.18924 1.96040
H 3.00235 2.74055 0.17681
H 1.41786 -2.21560 0.19511
H 1.33025 -0.56974 -0.71424
H 0.35607 -1.52659 2.17127
H 0.86453 0.23544 2.02176
H -1.12219 -0.72403 -0.23884
H -1.77919 -1.10573 1.43396
H -2.81968 1.00776 1.04592
H -0.75018 3.13648 0.53886
C 7.17383 -0.64690 -2.16683
O 6.45583 -0.26019 -3.08198
N 6.83400 -0.51156 -0.86481
N 8.37094 -1.24429 -2.37969
H 7.40874 -0.82257 -0.10192
H 5.94509 -0.06936 -0.66371
H 8.66041 -1.36411 -3.33705
H 8.97441 -1.56869 -1.64250
C -2.15032 -4.13377 1.81076
O -1.13688 -3.51196 1.51356
N -2.50840 -5.28310 1.18971
N -2.99910 -3.72941 2.78218
H -3.33335 -5.80795 1.41726
H -1.90075 -5.61858 0.45896
H -2.76759 -2.87858 3.26840
H -3.83328 -4.22514 3.04013
C -4.08342 3.45465 4.43705
O -4.13421 2.94688 3.32466
N -5.04145 4.29290 4.90176
N -3.06462 3.22296 5.30051
H -5.01751 4.71916 5.81000
H -5.81957 4.49165 4.28641
H -2.33094 2.60342 4.98925
H -3.00434 3.62913 6.21638
C 2.37136 -1.27616 -3.58162
O 1.66504 -1.63020 -2.64291
N 1.99302 -1.41957 -4.87528
N 3.58794 -0.71294 -3.40681
H 2.55595 -1.13589 -5.65843
H 1.09138 -1.83588 -5.04637
H 3.90620 -0.58889 -2.45697
H 4.18231 -0.41612 -4.16094
C 2.01714 -5.55383 -0.72810
O 1.90722 -6.31584 0.22086
N 1.60815 -5.88009 -1.97935
N 2.55626 -4.31741 -0.61600
H 1.68926 -5.26826 -2.77157
H 1.20074 -6.79270 -2.10555
H 2.87258 -4.03622 0.29852
H 2.65451 -3.67658 -1.38543
C 10.55168 -4.09862 -0.26149
O 10.16159 -2.98835 0.06947
N 11.86556 -4.40817 -0.37282
N 9.70416 -5.11588 -0.54575
H 12.20620 -5.31308 -0.64288
H 12.52819 -3.67682 -0.16928
H 8.71717 -4.92476 -0.47419
H 10.00409 -6.03418 -0.81912
C 2.14657 4.23519 -4.16421
O 1.56524 3.84774 -5.16885
N 1.93682 3.69044 -2.94368
N 3.05121 5.24398 -4.18762
H 2.40372 3.99415 -2.10858
H 1.26827 2.93368 -2.88478
H 3.23516 5.67558 -5.07988
H 3.53889 5.57670 -3.37574
C -7.66978 6.63081 4.74041
O -7.29446 5.83733 3.89041
N -8.21138 7.83158 4.42940
N -7.57682 6.37834 6.06943
H -8.52580 8.49726 5.11194
H -8.29761 8.05647 3.45075
H -7.17931 5.49378 6.34188
H -7.87935 7.01695 6.78271
C -4.51032 -3.61764 5.94103
O -4.57384 -4.12256 4.82723
N -5.46145 -2.78650 6.42092
N -3.47890 -3.84922 6.78898
H -5.42830 -2.36243 7.33012
H -6.24522 -2.58943 5.81929
H -2.74872 -4.46455 6.46673
H -3.40713 -3.44583 7.70529
C -7.63741 -0.26698 8.52511
O -7.26996 -1.05662 7.66744
N -8.18781 0.93297 8.22464
N -7.52626 -0.52316 9.85083
H -8.49604 1.59517 8.91326
H -8.28761 1.16054 7.24771
H -7.12144 -1.40703 10.11522
H -7.82199 0.11186 10.57006
C 4.38063 -3.28603 -7.55164
O 4.17437 -2.21390 -8.10050
N 4.84772 -4.37053 -8.21673
N 4.15977 -3.48313 -6.23057
H 5.02338 -5.25920 -7.78419
H 5.02439 -4.26305 -9.20287
H 3.81165 -2.69803 -5.70214
H 4.32190 -4.35475 -5.75938
C 2.01361 5.07131 -8.96831
O 1.82017 6.14160 -9.52868
N 2.47032 3.97534 -9.62352
N 1.78934 4.88589 -7.64670
H 2.63552 3.08850 -9.18268
H 2.64977 4.07217 -10.60999
H 1.44892 5.67631 -7.12414
H 1.94146 4.01580 -7.16832
C -7.05892 1.22737 -2.43236
O -8.26412 1.10815 -2.58871
N -6.16074 0.90224 -3.39399
N -6.51298 1.69510 -1.28374
H -5.16657 0.99293 -3.28493
H -6.52726 0.55030 -4.26393
H -7.14783 1.94823 -0.54339
H -5.52545 1.80017 -1.13624
*
```

Values from the calculation:
E_HOMO in eV: -9.0
Orbital gap in eV: 8.4


# 3
Formula: C22H63NO13
Source: OMol25
Level of theory: the ωB97M-V functional and the def2-TZVPD basis

```
! wB97M-V def2-TZVPD RIJCOSX def2/J DEFGRID3
* xyz 0 1
C 4.73329 0.91184 -1.70390
O 4.15729 2.15484 -2.16490
C 2.86329 2.38884 -1.61690
C 2.77529 2.60784 -0.10290
N 1.47129 2.60884 0.46710
C 1.57629 3.14884 1.78110
C 0.25829 3.45484 2.30110
O 0.15229 3.92184 3.47210
C 0.68629 3.13484 4.55010
H 5.63829 0.72384 -2.15190
H 4.10229 0.06184 -2.09590
H 4.91129 0.82384 -0.72990
H 2.26529 1.62284 -2.05990
H 2.42429 3.27984 -2.10190
H 3.32729 3.58084 0.11410
H 3.26329 1.84984 0.41010
H 1.21129 1.59484 0.56710
H 2.17929 4.09484 1.74310
H 2.17029 2.37384 2.24910
H -0.28671 2.51284 2.34210
H -0.25271 4.14984 1.77010
H 1.25129 3.77584 5.17010
H 1.25129 2.21984 4.19010
H -0.24371 3.00584 5.09810
C 2.53929 -4.70516 -0.78090
C 2.76629 -4.22916 -2.06390
O 2.79729 -2.79716 -2.21290
H 1.64229 -4.33616 -0.30590
H 3.36029 -4.64116 -0.08490
H 2.33329 -5.75116 -0.86690
H 1.86129 -4.49916 -2.62290
H 3.53129 -4.87616 -2.55990
H 2.88129 -2.53116 -3.12390
C -3.45871 3.96484 3.18410
C -3.44371 2.88784 2.26410
O -2.83771 1.71984 2.69810
H -2.43971 4.45184 3.14610
H -3.61471 3.54084 4.15910
H -4.29271 4.61884 2.93110
H -2.77471 3.19584 1.46610
H -4.47571 2.78384 1.78910
H -2.93971 1.01384 2.05610
C -2.12671 -4.35816 -0.28590
C -1.78871 -3.58016 -1.42090
O -2.11871 -2.22116 -1.29690
H -1.90771 -3.97616 0.70010
H -1.65471 -5.30516 -0.28890
H -3.19371 -4.59116 -0.30290
H -2.12671 -4.07616 -2.30090
H -0.64771 -3.44416 -1.59490
H -1.97271 -1.83316 -2.20890
C -4.92471 -1.84916 0.61610
C -4.69871 -0.44116 0.81410
O -3.51671 0.04084 0.19710
H -4.13771 -2.52816 1.15410
H -4.95671 -2.08016 -0.41590
H -5.91571 -1.97916 0.93510
H -4.64671 -0.15716 1.85910
H -5.50671 0.13284 0.41210
H -2.78771 -0.55616 0.40810
C 4.37829 -2.12316 1.16710
C 4.24029 -1.18216 2.35710
O 3.11629 -0.32716 2.27310
H 3.69929 -1.94916 0.40210
H 4.61129 -3.16816 1.29510
H 5.27929 -1.66416 0.84410
H 5.21729 -0.52816 2.49510
H 4.21129 -1.72816 3.32210
H 2.82429 -0.24116 1.38110
C -0.68871 -1.49416 -3.80290
C -0.11871 -0.26516 -3.12690
O 1.19329 -0.36216 -2.90190
O -2.04371 -1.39516 -3.82690
H -0.43571 -2.47816 -3.37390
H -0.42771 -1.46916 -4.87390
H -0.57171 0.12584 -2.25890
H -0.13671 0.40784 -3.89490
H 1.66329 -0.21416 -3.73690
H -2.19571 -0.63616 -4.42390
C -2.65971 2.27084 -1.60490
C -1.49971 2.57284 -0.71890
O -0.41571 2.81184 -1.60390
O -3.94871 2.33984 -1.00790
H -2.48371 1.33584 -2.05390
H -2.68871 2.94084 -2.44690
H -1.47771 1.83084 0.04610
H -1.50971 3.57584 -0.15190
H 0.41229 2.95884 -1.12490
H -4.05471 1.58984 -0.40890
C 0.68929 -1.32216 0.44610
C -0.61871 -0.67116 0.71610
O -1.64871 -1.56416 1.25110
O 1.62029 -0.42616 -0.10390
H 0.58829 -2.23216 -0.06690
H 1.09929 -1.78816 1.33710
H -0.92271 -0.22816 -0.21390
H -0.49271 0.18984 1.35010
H -1.85271 -2.07616 0.46710
H 1.35629 -0.42816 -0.97190
*
```

Values from the calculation:
E_HOMO in eV: -8.8
Orbital gap in eV: 8.7
Energy relative to the best compared isomer or geometry (same formula, charge and spin) in eV: 2.181
SMILES string: COCCNCCOC.OCCO.OCCO.OCCO.CCO.CCO.CCO.CCO.CCO